[1]
Formula: C4H5F2N
Source: the Open Molecules 2025 dataset
Level of theory: ωB97M-V with the def2-TZVPD basis set

Properties
* HOMO level: -9.7 eV
* structure (SMILES): F/C=C(\F)[C@H]1CN1
* relative energy (zero: lowest compared OMol25 entry of this formula, charge and spin): 79.4 kcal/mol
* energy: -409.756377 Eh

Geometry (Å):
F -3.209 0.123 0.311
C -1.980 -0.441 -0.085
C -0.910 0.258 0.012
F -0.670 1.565 0.077
C 0.332 -0.488 -0.167
C 1.583 0.293 -0.405
N 1.398 -0.319 1.033
H -1.809 -1.534 -0.237
H 0.032 -1.437 -0.773
H 2.452 -0.153 -0.845
H 1.601 1.534 -0.325
H 1.180 0.599 1.404

=====

[2]
Formula: C12H16N7NbO6P2S2
Source: the Open Molecules 2025 dataset
Level of theory: ωB97M-V with the def2-TZVPD basis set

Properties
* HOMO level (spin up / spin down): -14.2 / -14.2 eV
* net charge: +2
* relative energy (zero: lowest compared OMol25 entry of this formula, charge and spin): 26.8 kcal/mol
* energy: -2837.283862 Eh

Geometry (Å):
Nb -0.599 -0.589 -0.031
C -1.340 1.458 4.619
S -2.697 0.332 4.111
C -2.357 0.033 2.418
S -1.725 1.215 1.241
N -2.721 -1.162 2.010
N -2.468 -1.253 0.643
C -3.394 -1.624 -0.241
C -3.012 -1.428 -1.600
C -3.792 -1.701 -2.787
C -3.253 -1.465 -4.035
C -2.051 -0.793 -4.123
C -1.358 -0.426 -2.994
N -1.792 -0.743 -1.753
H -0.989 2.164 3.852
H -0.509 0.773 4.832
H -1.699 1.968 5.466
H -4.380 -2.019 -0.018
H -4.717 -2.291 -2.706
H -3.611 -1.920 -4.908
H -1.597 -0.625 -5.107
H -0.436 0.216 -3.047
N 3.973 1.387 0.490
C 2.533 1.557 0.855
C 2.399 2.906 1.711
P 2.037 0.186 1.930
O 3.353 -0.721 1.793
O 1.643 0.567 3.320
O 0.966 -0.680 1.147
P 1.738 1.922 -0.798
O 0.835 3.270 -0.663
O 2.848 2.092 -1.758
O 0.584 0.855 -0.934
H 4.146 1.643 -0.525
H 4.306 0.464 0.757
H 4.548 2.044 1.027
H 3.035 2.959 2.627
H 1.421 2.894 2.101
H 2.501 3.803 1.111
H 3.230 -1.589 2.218
H 0.601 3.641 -1.533
N 1.286 -3.897 -4.146
C 1.106 -4.339 -3.092
N 0.951 -4.636 -1.842
C 0.450 -3.676 -1.125
N 0.011 -2.772 -0.512

=====

[3]
Formula: C19H16CdCl2N3O2S
Source: the Open Molecules 2025 dataset
Level of theory: ωB97M-V with the def2-TZVPD basis set

Properties
* HOMO level: -11.1 eV
* net charge: +1
* relative energy (zero: lowest compared OMol25 entry of this formula, charge and spin): 4.6 kcal/mol
* energy: -2534.493070 Eh

Geometry (Å):
Cd 5.985 -4.136 10.777
Cl 3.988 -8.727 12.282
C 3.850 -7.873 10.677
Cl 3.228 -6.165 10.849
H 3.184 -8.434 10.040
H 4.872 -7.804 10.348
O 9.311 -8.131 16.369
C 8.610 -7.115 16.846
O 8.781 -6.719 17.950
C 7.708 -6.472 15.819
C 7.010 -7.108 14.780
C 6.325 -6.306 13.845
C 6.300 -4.930 13.991
C 7.095 -4.270 14.958
C 7.692 -5.055 15.926
N 5.667 -4.145 13.069
C 5.046 -3.092 13.417
C 4.568 -2.114 12.497
C 3.770 -1.073 12.977
C 3.322 -0.094 12.042
C 3.728 -0.187 10.690
C 4.542 -1.230 10.297
N 4.856 -2.238 11.211
H 9.039 -8.270 15.422
H 6.869 -8.202 14.733
H 5.855 -6.823 13.057
H 7.114 -3.172 14.920
H 8.391 -4.671 16.656
H 4.779 -2.875 14.492
H 3.476 -0.980 13.998
H 2.714 0.729 12.454
H 3.314 0.430 9.913
H 4.829 -1.357 9.268
S 6.858 -5.196 8.764
C 8.260 -5.378 9.808
C 9.398 -6.033 9.404
C 10.433 -6.225 10.304
C 10.389 -5.554 11.504
C 9.221 -4.916 11.851
N 8.166 -4.817 11.009
H 9.424 -6.594 8.510
H 11.215 -6.903 9.993
H 11.143 -5.510 12.202
H 9.177 -4.328 12.805

=====

[4]
Formula: C5H20FeO9S
Source: the Open Molecules 2025 dataset
Level of theory: ωB97M-V with the def2-TZVPD basis set

Properties
* 2S+1: 6
* HOMO level (spin up / spin down): -12.3 / -12.2 eV
* net charge: +1
* relative energy (zero: lowest compared OMol25 entry of this formula, charge and spin): 46.9 kcal/mol
* energy: -2541.214024 Eh

Geometry (Å):
Fe 0.188 -0.235 -0.400
S 0.833 -1.926 -2.426
O 0.981 -0.519 -2.121
O 0.114 -1.982 -1.138
O -0.022 -2.278 -3.561
O 2.061 -2.659 -2.381
C -1.003 1.165 2.650
O -0.464 1.218 1.339
H -1.220 0.126 2.899
H -0.493 1.629 3.495
H -1.898 1.784 2.593
H -0.187 2.135 1.273
C -0.425 -2.438 1.697
O 0.466 -1.335 1.346
H -1.202 -2.660 0.965
H 0.219 -3.304 1.848
H -0.916 -2.138 2.623
H 1.255 -1.410 1.887
C 0.568 2.540 -1.992
O -0.325 1.680 -1.270
H 0.000 3.439 -2.228
H 1.463 2.867 -1.462
H 0.818 2.120 -2.966
H -1.169 2.134 -1.316
C 2.639 0.833 1.252
O 2.008 0.628 -0.009
H 3.484 0.156 1.382
H 3.096 1.820 1.317
H 1.940 0.772 2.086
H 2.720 0.834 -0.619
C -2.644 -1.028 -1.419
O -1.902 -0.342 -0.433
H -3.681 -0.701 -1.489
H -2.051 -0.800 -2.306
H -2.638 -2.104 -1.248
H -2.608 -0.020 0.132

=====

[5]
Formula: CH4NO2Si
Source: the Open Molecules 2025 dataset
Level of theory: ωB97M-V with the def2-TZVPD basis set

Properties
* HOMO level: -4.4 eV
* net charge: -1
* relative energy (zero: lowest compared OMol25 entry of this formula, charge and spin): 11.0 kcal/mol
* energy: -535.292389 Eh

Geometry (Å):
C 2.988 0.240 -0.339
N -1.864 0.571 0.096
O 1.028 0.799 0.203
O 3.297 -0.419 0.528
Si -0.205 -0.073 -0.186
H -2.580 -0.151 -0.080
H -2.091 0.912 1.061
H -0.607 -0.184 -1.587
H 0.033 -1.694 0.305

=====

[6]
Formula: C7H11OP
Source: the Open Molecules 2025 dataset
Level of theory: ωB97M-V with the def2-TZVPD basis set

Properties
* HOMO level: -8.4 eV
* relative energy (zero: lowest compared OMol25 entry of this formula, charge and spin): 115.9 kcal/mol
* energy: -689.697838 Eh

Geometry (Å):
C 0.104 0.159 0.248
C 0.891 0.183 -1.049
C -0.861 -0.671 0.625
C 1.683 -0.262 -1.905
C 0.585 1.170 1.215
C 1.307 1.552 -1.688
C -1.325 -0.759 2.014
O -1.375 -1.687 -0.141
P -1.222 -1.671 -1.805
H 1.505 1.600 0.882
H -0.053 1.920 1.544
H 0.979 0.716 2.267
H 2.322 1.924 -1.255
H 1.357 1.570 -2.822
H 0.400 2.142 -1.407
H -1.845 0.045 2.579
H -2.023 -1.602 1.906
H -0.441 -1.070 2.590
H 0.030 -2.350 -1.879
H -2.018 -2.910 -1.920